55
Properties=species:S:1:pos:R:3 method="wB97M-V/def2-TZVPD" energy_ev=-47809.6071 total_charge=+2 multiplicity=1
C -1.02 -5.43 -1.17
C -2.34 -5.26 -1.95
C 0.21 -5.81 -2.02
C -1.11 -6.14 0.20
Cl -0.65 -3.11 -0.48
H 0.14 -6.86 -2.38
H 1.15 -5.72 -1.42
H 0.29 -5.16 -2.91
H -2.75 -6.24 -2.29
H -2.15 -4.64 -2.85
H -3.09 -4.77 -1.31
H -1.37 -7.22 0.08
H -1.89 -5.67 0.83
H -0.13 -6.08 0.71
C 0.16 1.28 -1.78
C 1.23 0.32 -1.90
C 0.70 -0.91 -2.43
H 2.29 0.60 -1.83
C -0.74 -0.73 -2.62
C -1.03 0.62 -2.22
H -2.03 1.06 -2.29
H 0.31 2.36 -1.60
H 1.28 -1.75 -2.75
H -1.46 -1.48 -3.01
C 0.56 -0.48 2.33
C 1.35 0.50 1.64
C 2.11 -0.21 0.65
H 1.50 1.54 1.95
C 1.75 -1.60 0.70
C 0.78 -1.76 1.77
H 0.28 -2.70 2.09
H -0.11 -0.25 3.16
H 2.96 0.24 0.13
H 2.17 -2.37 0.03
Zr -0.24 -0.76 -0.22
C -1.58 6.44 2.56
C -0.79 5.12 2.53
N -1.28 4.25 1.40
C -0.58 3.11 1.05
S -1.18 1.46 1.29
N 0.67 3.36 0.60
C 1.19 4.67 0.12
C 2.46 5.06 0.89
H -1.76 6.92 1.59
H -1.16 7.22 3.22
H -2.58 6.18 2.95
H 0.29 5.19 2.48
H -1.04 4.59 3.43
H -2.29 4.12 1.53
H 1.14 2.53 0.23
H 1.42 4.47 -0.94
H 0.40 5.43 0.17
H 3.28 4.41 0.55
H 2.68 6.09 0.61
H 2.34 4.98 1.98

---

59
Properties=species:S:1:pos:R:3 method="wB97M-V/def2-TZVPD" energy_ev=-46874.4675 multiplicity=1
C 1.06 -3.46 1.21
C -0.37 -3.92 1.01
C -1.35 -2.79 0.71
C -1.08 -2.10 -0.65
N -1.21 -0.64 -0.69
C -0.16 0.16 -0.05
C -0.47 0.47 1.42
C -0.09 1.55 -0.76
C -0.46 1.59 -2.24
C -1.91 1.89 -2.53
Cl -2.46 3.43 -1.83
O 1.10 -0.50 -0.03
C 1.91 -0.35 -1.14
O 2.85 0.44 -1.14
C 1.64 -1.27 -2.32
O 2.49 -0.97 -3.40
N 3.66 -1.84 -3.34
O 3.66 -2.59 -4.22
H 1.13 -2.61 1.88
H 1.51 -3.13 0.28
H 1.72 -4.24 1.60
H -0.69 -4.48 1.88
H -0.40 -4.59 0.15
H -2.32 -3.27 0.65
H -1.41 -2.09 1.54
H -1.83 -2.47 -1.33
H -0.14 -2.45 -1.03
H -2.08 -0.40 -0.25
H -1.54 0.44 1.60
H -0.01 -0.30 2.04
H -0.04 1.42 1.70
H -0.82 2.15 -0.24
H 0.87 2.02 -0.57
H 0.12 2.39 -2.70
H -0.21 0.68 -2.76
H -2.56 1.08 -2.23
H -2.04 1.98 -3.60
H 1.85 -2.28 -1.97
H 0.61 -1.27 -2.65
C 5.50 -5.10 3.07
C 5.29 -4.64 4.40
C 4.74 -3.39 4.31
N 4.61 -3.07 2.99
C 5.07 -4.11 2.22
H 5.92 -6.04 2.77
H 5.51 -5.16 5.31
H 4.42 -2.70 5.08
H 4.24 -2.21 2.63
H 5.06 -4.05 1.15
C -5.29 8.33 -1.31
C -5.52 8.00 0.05
C -5.15 6.69 0.22
N -4.72 6.22 -0.99
C -4.79 7.22 -1.93
H -5.47 9.28 -1.78
H -5.91 8.64 0.82
H -5.17 6.05 1.09
H -4.39 5.29 -1.17
H -4.49 7.04 -2.94